Record 1
Computed, not measured: the molecule C7H7NO in a non-equilibrium geometry, with wB97M-V/def2-TZVPD.

Output
frontier orbital gap = 0.2836 Eh
total charge = 0
SMILES = O=C1CC=C2CNC=C12

Last column: Löwdin charge in e.
Geometry (Å):
1 C 1.6156 -0.7537 -0.1467  -0.4193
2 C 2.1977 0.6453 -0.0740  -0.0749
3 C 0.8287 1.4574 0.0111  -0.0753
4 C -0.2639 0.7471 -0.1871  -0.1594
5 C -1.7927 0.5479 0.1069  -0.1672
6 C -0.9681 -1.6022 -0.0208  -0.0329
7 C 0.1474 -0.7472 -0.2530  -0.0907
8 H 3.0222 0.8116 0.6971  0.1307
9 H 2.6907 0.5967 -1.2540  0.1897
10 H 0.7387 2.5721 0.2524  0.1149
11 H -2.4273 1.3688 -0.4570  0.1500
12 H -1.9425 0.6685 1.3355  0.1775
13 H -3.0080 -1.0966 0.1228  0.2079
14 H -1.1580 -2.6785 -0.1737  0.1470
15 N -1.9741 -0.7973 -0.1495  -0.1130
16 O 2.2935 -1.7401 0.1898  0.0151

Forces on the atoms, in the same order (eV/Å):
C 0.868 -2.989 3.047
C -0.836 0.255 -3.344
C 1.410 3.291 0.225
C -0.725 -4.871 1.069
C 1.250 5.268 2.266
C 4.843 0.494 -2.429
C 0.056 0.160 0.435
H -1.397 -0.277 -1.160
H -1.073 1.017 3.200
H 0.602 -1.617 -0.431
H 0.772 -2.190 1.093
H 0.328 0.358 -2.966
H 3.145 0.362 -0.917
H 0.637 0.659 0.674
N -9.095 -0.986 0.412
O -0.786 1.068 -1.173

---

Record 2
Computed, not measured: a structure of composition C14H34AlBBrN2O5P in a non-equilibrium geometry, with wB97M-V/def2-TZVPD.

Output
expectation value of S² = 0.75
frontier orbital gap (spin up / spin down) = 0.2267 / 0.2004 Eh
total charge = -1
multiplicity = 2

Last column: Löwdin charge in e.
Geometry (Å):
1 C 1.6751 5.4047 -1.2703  -0.1338
2 C 1.2007 6.3709 -0.0236  -0.2517
3 O 0.5707 5.6608 1.1000  -0.1229
4 B 1.5185 4.7862 1.8174  -0.5530
5 O 2.2044 5.3069 3.0249  -0.0292
6 Al 1.9171 2.8424 1.2716  0.1169
7 C 3.8729 2.4397 1.7404  -0.2518
8 C 4.7628 1.8038 0.5103  -0.4038
9 O 4.0784 0.6326 -0.0957  -0.1440
10 C 5.0803 2.8717 -0.7123  -0.2279
11 N 5.1375 4.3335 -0.2279  -0.0554
12 P 0.3529 1.4828 2.3233  0.3686
13 O 0.5957 -0.1674 1.7390  -0.5251
14 Br -1.6784 2.2637 1.5313  0.0218
15 H 2.6339 4.8010 -0.9780  0.0256
16 H 1.9400 6.1276 -2.1773  0.0780
17 H 0.8535 4.6571 -1.6393  0.0873
18 H 0.3627 7.0906 -0.4757  0.1238
19 H 2.0647 7.0719 0.3491  0.1176
20 H 2.8186 6.0691 2.8093  0.0915
21 H 1.7371 2.6799 -0.2927  -0.0517
22 H 3.8518 1.6513 2.6348  0.0666
23 H 4.3809 3.4127 2.1963  0.0629
24 H 5.8198 1.5283 0.9820  0.1282
25 H 4.7672 -0.0280 -0.4500  0.1078
26 H 6.1556 2.6647 -1.1775  0.1049
27 H 4.2653 2.7827 -1.5676  0.1208
28 H 4.8092 4.9248 -1.0476  0.0587
29 H 6.1584 4.5774 -0.1448  0.0614
30 H -0.2106 -0.6581 2.1217  0.0206
31 C -3.4632 -5.7109 -0.4343  -0.0452
32 C -3.4487 -4.4128 0.4253  -0.4644
33 C -4.5966 -3.4400 0.0210  -0.1430
34 C -4.3485 -2.6432 -1.2527  -0.1943
35 C -2.9789 -1.9781 -1.2260  -0.1351
36 C -1.8413 -2.9919 -0.9500  -0.4733
37 N -2.0857 -3.7956 0.2979  -0.0298
38 O -1.8890 -2.9522 1.4057  -0.0217
39 C -1.6932 -3.9137 -2.1925  -0.0549
40 C -0.4797 -2.2284 -0.9021  -0.0306
41 C -3.7954 -4.9140 1.8678  -0.0562
42 H -2.4563 -6.0290 -0.7146  0.0765
43 H -3.8756 -6.5684 0.1099  0.0728
44 H -4.0593 -5.6013 -1.3463  0.0738
45 H -4.7591 -2.7161 0.8307  0.1222
46 H -5.5386 -3.9938 -0.0824  0.1201
47 H -4.4476 -3.2930 -2.1302  0.0997
48 H -5.1241 -1.8752 -1.3583  0.1134
49 H -2.8104 -1.4675 -2.1838  0.1251
50 H -2.9821 -1.1891 -0.4621  0.1272
51 H -0.9082 -4.6615 -2.0410  0.0861
52 H -1.4171 -3.3285 -3.0806  0.0882
53 H -2.6103 -4.4382 -2.4675  0.0523
54 H -0.4539 -1.4501 -0.1327  0.0567
55 H -0.2781 -1.7265 -1.8554  0.0883
56 H 0.3510 -2.9228 -0.7157  0.0913
57 H -3.0251 -5.5843 2.2605  0.0853
58 H -4.7455 -5.4685 1.8608  0.0818
59 H -3.9363 -4.0907 2.5777  0.0745

Forces on the atoms, in the same order (eV/Å):
C 0.527 0.673 -0.120
C -1.100 0.455 -1.098
O 2.742 0.246 -0.498
B -0.874 2.024 1.463
O 0.226 0.754 -2.370
Al 1.223 -0.548 -1.150
C 1.068 -0.840 0.723
C 0.801 1.058 0.544
O 2.297 -0.181 0.228
C 0.304 -0.005 -0.310
N 0.694 -0.121 -1.842
P -0.187 -2.008 1.062
O -2.516 0.863 0.893
Br 0.319 -0.238 -0.346
H -1.967 1.061 -0.596
H -0.477 -1.409 1.832
H 1.525 1.496 1.041
H 1.736 -1.490 1.112
H -1.343 -1.406 -0.753
H -1.333 -1.016 0.408
H -0.115 -0.118 -0.463
H 0.373 1.384 -1.850
H -0.847 -2.084 -1.194
H -2.027 0.099 -1.145
H -1.437 1.780 0.953
H -2.289 -0.160 0.758
H 1.608 0.008 2.000
H 0.531 -0.907 1.398
H -1.456 -0.269 0.036
H 1.934 0.820 -0.750
C -0.030 -0.195 -0.329
C -0.960 -1.514 0.186
C 0.208 0.286 0.042
C -0.036 -0.100 -0.165
C -0.154 -0.017 0.319
C 1.124 0.349 -1.714
N -0.789 3.782 3.213
O -0.161 -2.497 -2.818
C -0.294 -0.264 -0.012
C -0.297 -0.125 0.778
C 0.430 0.693 0.071
H -0.067 0.225 -0.029
H -0.115 0.337 0.051
H 0.154 0.006 0.054
H 0.214 -0.195 0.041
H 0.253 -0.159 0.135
H 0.063 0.031 0.030
H 0.067 -0.122 0.026
H 0.235 -0.212 0.184
H 0.179 -0.210 0.021
H -0.083 0.096 0.072
H 0.000 0.080 0.418
H 0.096 0.000 0.122
H -0.021 -0.256 -0.082
H -0.293 -0.227 0.067
H -0.233 0.111 0.034
H 0.008 0.116 -0.102
H 0.284 0.144 -0.358
H 0.279 -0.084 -0.215

---

Record 3
Computed, not measured: a structure of composition C34H31BCo2O8 in a non-equilibrium geometry, with wB97M-V/def2-TZVPD.

Output
frontier orbital gap = 0.1183 Eh
total charge = 0

Last column: Löwdin charge in e.
Geometry (Å):
1 C -1.9762 3.0662 1.3876  -0.0043
2 C -1.0009 3.9557 0.6252  -0.4593
3 C -1.6267 5.3187 0.4168  -0.0013
4 C 0.4500 3.9611 1.2907  -0.4665
5 C 1.2676 5.1847 0.8577  0.0018
6 C 0.4718 3.8449 2.7974  0.0001
7 O 1.0553 2.7874 0.7346  0.1169
8 B 0.5187 2.8302 -0.5653  -0.6974
9 C 1.5174 3.0408 -1.7560  -0.1114
10 C 1.0507 3.5677 -2.9604  -0.0333
11 C 1.9577 3.8955 -3.9708  -0.0704
12 C 3.3265 3.6778 -3.7834  -0.0775
13 C 3.7854 3.1221 -2.5842  -0.0687
14 C 2.8786 2.7908 -1.5738  -0.0272
15 C -0.0084 0.6011 -0.7336  0.1149
16 C -0.5628 0.5407 -2.0500  -0.2430
17 C 0.2388 0.1564 -3.1557  0.0118
18 C -0.3198 0.0793 -4.4233  -0.0452
19 C -1.6742 0.3832 -4.6257  -0.0219
20 C -2.4715 0.7745 -3.5380  -0.0407
21 C -1.9266 0.8662 -2.2666  0.0261
22 O -0.7628 3.3819 -0.6700  0.1117
23 H -2.2964 3.5724 2.3065  0.1005
24 H -2.8647 2.8855 0.7693  0.0978
25 H -1.5333 2.0986 1.6580  0.0871
26 H -1.7848 5.8071 1.3861  0.1005
27 H -0.9924 5.9534 -0.2120  0.0914
28 H -2.5992 5.1970 -0.0750  0.0985
29 H 0.8956 6.0873 1.3567  0.0978
30 H 2.3145 5.0360 1.1506  0.1051
31 H 1.2421 5.3374 -0.2320  0.0969
32 H -0.0401 4.7090 3.2355  0.0996
33 H -0.0092 2.9233 3.1399  0.0903
34 H 1.5104 3.8478 3.1444  0.0999
35 H -0.0176 3.7188 -3.1106  0.1220
36 H 1.5819 4.3233 -4.8999  0.1043
37 H 4.0347 3.9435 -4.5692  0.1044
38 H 4.8485 2.9439 -2.4226  0.1057
39 H 3.2315 2.3489 -0.6427  0.1232
40 H 1.0180 0.3203 -0.5424  0.1123
41 H -0.6916 0.8507 0.0788  0.0886
42 H 1.2999 -0.0322 -2.9878  0.1372
43 H 0.3079 -0.2142 -5.2630  0.1151
44 H -2.1075 0.3107 -5.6207  0.1165
45 H -3.5217 1.0213 -3.6891  0.1159
46 H -2.5244 1.2011 -1.4157  0.1314
47 O -4.3616 -2.5064 1.9345  0.0987
48 C -3.4248 -3.1789 2.0334  -0.1975
49 Co -2.0862 -4.3124 2.0492  0.0703
50 C -2.5062 -5.6157 3.1440  -0.1795
51 O -2.8598 -6.5054 3.7954  0.1018
52 C -2.4885 -5.0535 0.5348  -0.1546
53 O -2.7032 -5.5390 -0.4950  0.1237
54 C -0.1086 -3.9960 1.5735  -0.2823
55 C 0.6288 -5.1550 1.0842  -0.2276
56 C 0.5108 -6.4059 1.7198  -0.0351
57 C 1.0367 -7.5527 1.1095  -0.0761
58 C 1.7462 -7.4402 -0.0909  -0.1027
59 C 1.9640 -6.1835 -0.6669  -0.0905
60 C 1.4411 -5.0347 -0.0616  -0.0262
61 C -0.0141 -2.6382 1.2351  -0.2752
62 C -0.0551 -1.6231 0.3543  -0.0075
63 Co -0.1818 -2.8970 2.9988  0.0721
64 C 1.1783 -1.8725 3.5152  -0.0898
65 O 2.0368 -1.1604 3.8198  0.1351
66 C -0.2421 -4.0268 4.3649  -0.1276
67 O -0.1887 -4.7174 5.2936  0.1307
68 C -1.5165 -1.7561 3.3521  -0.1373
69 O -2.2270 -0.9103 3.7017  0.1236
70 H -0.0144 -6.4729 2.6741  0.0967
71 H 0.8785 -8.5169 1.5825  0.1001
72 H 2.1402 -8.3378 -0.5696  0.0963
73 H 2.5339 -6.0820 -1.5857  0.0946
74 H 1.6257 -4.0457 -0.4841  0.1053
75 H -0.4510 -0.7250 0.7841  0.0397
76 H 0.2179 -1.7565 -0.6972  0.0635

Forces on the atoms, in the same order (eV/Å):
C -0.059 -0.085 0.080
C -0.074 0.005 0.864
C 0.111 0.227 0.008
C -0.708 0.583 0.371
C 0.072 0.013 -0.090
C -0.176 0.041 0.170
O -0.698 -0.149 -1.142
B 0.703 1.737 -0.111
C -0.309 -1.041 -0.079
C 0.466 0.017 -0.375
C -0.120 -0.057 0.120
C -0.101 -0.039 0.208
C -0.113 -0.046 0.027
C 0.234 0.184 -0.473
C -0.840 0.038 -1.263
C 0.319 -0.330 0.749
C -0.181 0.105 -0.124
C 0.252 -0.025 0.102
C 0.161 -0.021 0.661
C -0.011 0.109 0.029
C -0.024 -0.108 -0.005
O 1.098 -0.607 0.323
H 0.035 -0.238 -0.136
H 0.170 0.059 0.115
H -0.102 0.203 -0.011
H 0.018 -0.004 -0.201
H -0.193 -0.101 0.143
H 0.187 0.045 0.106
H 0.066 -0.153 -0.144
H -0.229 -0.001 -0.049
H -0.017 -0.015 0.326
H 0.056 -0.156 0.057
H 0.108 0.195 -0.036
H -0.174 -0.018 -0.046
H 0.212 0.043 0.073
H 0.191 -0.091 0.166
H -0.191 -0.080 0.213
H -0.236 0.063 -0.140
H -0.076 0.171 -0.155
H 0.073 0.468 0.141
H 0.570 0.314 -0.307
H -0.266 -0.056 -0.121
H -0.186 0.076 0.164
H 0.096 0.036 0.193
H 0.275 -0.079 0.004
H 0.135 -0.144 -0.309
O 0.947 -0.788 0.214
C -1.490 1.432 -0.520
Co 0.683 1.068 -0.072
C -0.170 -2.073 1.584
O 0.315 1.205 -0.864
C 0.360 -0.636 -1.934
O 0.104 0.666 1.607
C -0.120 -0.569 -2.390
C 0.759 -0.161 -0.033
C 0.276 -0.297 -0.625
C -0.026 0.802 0.208
C -0.018 0.062 -0.092
C -0.146 0.126 0.483
C -0.289 -0.675 0.075
C 0.016 -1.066 -1.155
C 0.528 -1.369 -0.620
Co -1.308 1.658 3.488
C 1.615 0.987 0.294
O -1.541 -1.239 -0.513
C 0.554 -1.796 2.461
O -0.290 1.269 -1.912
C -0.947 1.571 1.254
O 0.994 -1.391 -0.873
H 0.033 -0.021 -0.395
H 0.128 0.062 -0.104
H -0.105 0.257 0.091
H 0.000 -0.115 0.118
H -0.161 -0.271 0.030
H -0.404 0.327 -0.181
H -0.820 -0.114 0.276

---

Record 4
Computed, not measured: the molecule C3H3N3OS in a non-equilibrium geometry, with wB97M-V/def2-TZVPD.

Output
frontier orbital gap = 0.3333 Eh
total charge = 0
SMILES = Oc1ncc(S)nn1

Last column: Löwdin charge in e.
Geometry (Å):
1 C -0.3010 0.1406 1.0808  -0.7149
2 C -1.1543 -0.4498 0.0140  -0.1096
3 C 0.4735 0.1065 -1.3544  -0.4788
4 H -0.0323 0.6879 3.3376  -0.1077
5 H -2.0691 -1.0248 0.3894  0.1303
6 H 1.7984 0.0044 -2.6905  0.0818
7 N -0.7594 -0.4097 -1.2055  0.1584
8 N 1.2440 0.5872 -0.4888  0.1076
9 N 0.7957 0.7422 0.8542  0.0489
10 O 0.8941 -0.2512 -2.6350  0.0756
11 S -0.8895 -0.1334 2.6981  0.8084

Forces on the atoms, in the same order (eV/Å):
C -1.804 -1.017 -0.407
C 0.210 -0.398 1.881
C -0.287 -2.223 -2.804
H -0.034 -0.155 -0.233
H 1.041 1.041 -1.094
H 1.409 0.411 -0.264
N -1.822 -0.350 0.911
N 1.236 1.877 2.063
N 1.195 -0.339 -2.312
O -0.910 0.868 1.609
S -0.234 0.287 0.648

---

> The lowest total charge belongs to which entry?

C14H34AlBBrN2O5P

---

> Which value of total charge does entry 3 give?

0